Version i
This record from OMol25 describes a molecular structure, C25H36As2BrN2O8P2SiTa. The level of theory is the ωB97M-V functional and the def2-TZVPD basis.

Output
* charge: +2
* HOMO-LUMO gap: 5.896 eV
* LUMO energy: -6.3700 eV
* HOMO: -12.27 eV

Each line ends with the Mulliken charge.
Atoms and positions in Å:
Ta -0.182 -1.017 -0.344  0.5751
Br 6.883 3.848 -0.532  -0.0638
As -0.188 -0.779 2.401  1.1964
As 0.752 -3.337 0.730  1.0332
P -0.544 -0.644 -3.026  0.5343
P -2.338 -2.159 -1.632  0.2978
Si 3.225 -0.054 -0.112  0.3076
O -0.666 0.388 -1.912  -0.2201
O 1.583 -0.583 -0.237  0.5561
O -0.405 -0.027 -4.433  -0.4974
O 0.527 -1.577 -2.532  -0.2974
O -1.972 -1.449 -3.037  -0.2639
O -2.393 -1.120 -0.530  -0.3199
O -3.691 -2.872 -1.844  -0.4951
O -1.123 -2.966 -1.216  -0.3756
N -1.558 1.108 0.548  0.4931
N 1.083 2.052 0.139  0.7234
C 0.102 2.813 -0.069  -0.8490
C -1.739 -1.528 3.301  -1.3232
C 2.972 -2.290 4.731  -0.8180
C -0.471 -4.740 1.239  -1.2129
C 0.031 0.942 3.247  -1.4595
C 1.908 -1.520 4.281  -0.5928
C 4.245 4.042 0.382  -0.6922
C -2.222 3.401 0.316  -0.9312
C 4.690 2.121 -1.191  0.1893
C 2.388 2.543 -0.070  -1.7285
C -2.796 0.862 0.997  -0.3621
C -3.503 3.120 0.757  -0.6345
C 3.716 0.077 1.666  -0.7591
C 2.851 3.638 0.535  0.0336
C 1.726 -2.932 2.337  0.6028
C 3.231 1.638 -0.915  0.9527
C 3.415 -3.375 3.988  -0.7941
C 4.235 -1.294 -1.045  -1.4181
C 1.285 -1.836 3.080  -0.0102
C 5.069 3.348 -0.396  -0.3531
C 1.924 -4.195 -0.532  -1.1435
C -3.782 1.822 1.134  -1.3149
C 4.892 2.335 -2.694  -1.6368
C -1.269 2.394 0.255  0.6002
C 2.789 -3.702 2.793  -0.8775
H 5.271 -0.957 -1.118  0.4776
H 5.404 1.348 -0.880  0.2261
H -1.072 -4.425 2.090  0.3231
H 0.993 1.368 2.973  0.2565
H -0.233 -0.605 -5.190  0.3857
H -1.111 -4.972 0.392  0.4290
H 4.241 3.135 -3.051  0.3664
H -0.767 1.603 2.924  0.4008
H 2.629 -3.478 -0.939  0.0707
H -3.029 -0.159 1.246  0.7575
H -3.777 -3.548 -2.531  0.3726
H 3.858 -1.445 -2.058  0.3958
H 3.137 -4.556 2.224  0.3960
H 3.016 0.677 2.248  0.1546
H 4.600 4.907 0.924  0.4463
H -1.936 4.406 0.037  0.5406
H 1.586 -0.672 4.872  0.4029
H 3.843 -0.894 2.147  0.1948
H 2.718 1.522 -1.879  0.4747
H -4.254 3.897 0.815  0.4714
H 4.260 -2.255 -0.528  0.4082
H 4.247 -3.970 4.340  0.4472
H -0.031 0.801 4.325  0.7218
H 3.460 -2.038 5.663  0.4497
H 0.111 -5.616 1.521  0.4464
H 5.922 2.598 -2.925  0.4918
H 2.449 -5.021 -0.055  0.5746
H 4.680 0.595 1.699  0.6236
H -4.753 1.533 1.510  0.4970
H 0.222 3.834 -0.442  0.5516
H 2.208 4.210 1.193  0.5541
H -2.477 -0.745 3.461  0.4958
H -2.183 -2.323 2.705  0.2936
H 1.295 -4.573 -1.337  0.3797
H 4.644 1.420 -3.236  0.3980
H -1.419 -1.923 4.264  0.4724

---

Version ii
This record from OMol25 describes a molecular structure, C25H36As2BrN2O8P2SiTa. The level of theory is the ωB97M-V functional and the def2-TZVPD basis.

Output
* charge: +2
* HOMO-LUMO gap: 5.644 eV
* LUMO energy: -7.1747 eV
* HOMO: -12.82 eV

Each line ends with the Mulliken charge.
Atoms and positions in Å:
Ta -0.501 0.018 -1.221  -0.6538
Br 8.049 -2.526 0.289  -0.1359
As -0.471 -1.667 0.907  1.1898
As -1.931 -2.251 -1.902  1.2539
P 1.095 2.067 -1.550  0.8943
P 0.382 0.347 -3.800  1.1027
Si -3.840 1.099 -0.482  0.7921
O 0.650 -0.763 -2.712  -0.5400
O 1.990 3.254 -1.218  -0.5670
O 1.200 1.681 -3.120  -0.3707
O -1.197 0.767 -3.257  -0.4789
O -0.449 2.213 -1.322  -0.2838
O 0.615 0.122 -5.195  -0.6967
O -2.260 0.377 -0.636  1.0569
O 1.369 0.781 -0.727  0.1702
N 2.499 -0.336 1.408  0.5072
N -0.064 1.205 1.647  0.7023
C -3.009 -2.544 2.075  -0.4519
C 4.074 -1.473 -0.014  -0.0511
C 1.058 1.396 2.376  0.2733
C -1.297 -4.035 -2.306  -1.3561
C 6.337 -1.860 0.662  0.0130
C -4.924 -3.331 0.840  -0.8064
C -2.971 -2.561 -0.328  -0.2574
C 1.080 2.246 3.476  -0.8961
C 6.074 -1.288 1.898  -0.8184
C -0.061 2.940 3.844  -0.7678
C -1.141 1.903 2.001  -0.5819
C 5.338 -1.962 -0.297  -0.7359
C -4.547 0.676 1.169  -0.8348
C -2.328 -2.300 0.892  0.3313
C 3.811 -0.860 1.205  -0.1354
C -4.967 0.439 -1.790  -1.2170
C -4.253 -3.081 -0.355  -0.5355
C 0.505 -3.300 0.507  -1.5480
C 2.367 0.750 2.043  -0.6529
C -3.049 -1.923 -3.429  -1.3769
C -3.591 2.914 -0.728  -1.1629
C -4.306 -3.058 2.045  -1.0314
C -0.123 -1.581 2.804  -1.6297
C 4.812 -0.787 2.172  -0.3517
C -1.198 2.776 3.077  -1.0734
H -2.455 -2.151 -4.313  0.4963
H -5.964 0.835 -1.569  0.4244
H 0.930 -1.376 2.954  0.3980
H -0.531 -4.042 -3.080  0.4387
H 2.306 3.879 -1.904  0.3759
H 5.548 -2.429 -1.250  0.4599
H -5.927 -3.737 0.822  0.4403
H -0.365 -2.577 3.171  0.6595
H 1.997 2.358 4.040  0.6003
H -2.178 -4.562 -2.671  0.4581
H -4.810 -0.383 1.215  0.1754
H 6.852 -1.246 2.648  0.4308
H -3.892 -2.609 -3.378  0.5191
H -2.865 3.363 -0.048  0.2785
H -0.733 -0.834 3.303  0.4511
H -0.925 -4.529 -1.418  0.4183
H -2.020 1.748 1.393  0.2337
H 3.291 -1.542 -0.756  0.4419
H -3.281 3.153 -1.748  0.3260
H -4.713 0.772 -2.798  0.3505
H -3.930 0.905 2.039  0.2252
H 1.428 -3.273 1.084  0.5280
H -2.115 3.306 3.295  0.5767
H -2.560 -2.349 3.038  0.4097
H -4.747 -3.308 -1.293  0.4114
H -5.051 -0.648 -1.783  0.2969
H -4.828 -3.241 2.975  0.4474
H -0.111 -4.134 0.835  0.4499
H -3.400 -0.900 -3.486  0.2523
H 3.235 1.325 2.377  0.6222
H 0.775 -3.415 -0.538  0.4266
H -0.054 3.602 4.700  0.4543
H 4.604 -0.387 3.155  0.5116
H -1.063 1.609 -2.697  0.6803
H -5.474 1.249 1.271  0.5587
H -4.551 3.410 -0.559  0.4848

---

version i is preferred energetically. Next in line: 1.328 eV higher.

---

Version i
This record from OMol25 describes a molecular structure, C34H28BrCl2FN3O3S2Ti. The level of theory is the ωB97M-V functional and the def2-TZVPD basis.

Output
* charge: +1
* HOMO-LUMO gap: 6.617 eV
* LUMO energy: -3.0408 eV
* HOMO: -9.66 eV

Each line ends with the Mulliken charge.
Atoms and positions in Å:
Br 1.485 2.973 1.208  -0.0278
Ti -0.177 -0.032 -0.763  -0.1509
Cl 2.611 3.555 -3.895  -0.2215
Cl -2.399 2.202 -2.204  -0.2277
S 0.909 1.906 -1.884  0.0471
S 2.545 -0.292 1.212  0.1459
F -0.152 -3.781 5.200  -0.3595
O 1.098 -0.188 0.696  0.6249
O -2.911 4.394 3.316  -0.5436
O -1.134 -0.555 -2.143  0.2411
N 2.140 -2.275 -3.590  0.0080
N -1.008 1.739 0.754  0.6133
N 1.325 -1.217 -1.859  1.0916
C 2.794 -2.046 1.411  -0.7954
C -2.666 -1.909 -3.353  -0.5175
C -2.348 3.519 2.468  0.7328
C 0.878 3.650 -3.969  0.2029
C -0.308 -2.422 -3.306  0.1647
C -1.167 -1.962 1.633  0.2659
C -1.379 -1.619 -2.932  0.1865
C -0.434 -3.148 1.657  -0.2024
C 3.204 -1.625 -3.006  -0.9820
C -1.292 3.054 -3.244  0.8003
C 3.701 0.429 3.530  -0.7704
C 2.687 -0.966 -1.947  -0.6668
C -0.370 2.690 1.433  -0.1615
C 1.271 0.339 3.553  -0.0787
C -1.561 -1.327 0.341  -1.5603
C 0.090 2.896 -3.083  -0.2039
C -3.056 2.571 1.738  -0.9139
C 1.025 -1.999 -2.893  0.3227
C -2.880 -3.024 -4.147  -0.5552
C -0.485 -3.189 4.037  0.5400
C -0.084 -3.768 2.849  -0.9431
C -1.039 4.599 -5.050  -0.4123
C 0.334 4.485 -4.929  -0.7439
C 3.692 0.820 4.861  -0.7065
C -0.974 3.578 2.303  -0.6666
C -1.237 -2.032 4.063  -0.7109
C 1.281 0.740 4.880  -0.8932
C -0.537 -3.540 -4.104  -0.8146
C -2.345 1.727 0.921  -0.8139
C 2.485 0.184 2.910  0.8396
C -1.858 3.876 -4.201  -0.7449
C -1.819 -3.846 -4.522  -0.9317
C 2.485 0.978 5.531  -0.6414
C -1.571 -1.430 2.858  -0.1745
H 0.287 -4.187 -4.383  0.4687
H 2.487 -2.518 0.478  0.2814
H -0.391 4.319 2.828  0.5545
H -2.934 3.943 -4.273  0.4410
H 0.997 5.043 -5.575  0.4249
H 0.344 0.869 5.406  0.4936
H 4.201 -1.664 -3.406  0.4397
H -0.147 -3.610 0.717  0.4772
H -3.476 -1.256 -3.059  0.4823
H -2.516 -0.822 0.455  0.6740
H -2.177 -0.529 2.870  0.3573
H 4.637 0.331 2.992  0.4856
H 2.168 -2.816 -4.438  0.2025
H -3.870 4.283 3.334  0.3192
H 3.199 -0.292 -1.284  0.5450
H -2.889 0.992 0.352  0.4461
H 2.195 -2.401 2.248  0.1990
H 0.348 0.154 3.025  0.2205
H -3.884 -3.258 -4.472  0.4526
H 0.475 -4.694 2.868  0.4612
H -4.134 2.491 1.793  0.3734
H -1.997 -4.720 -5.132  0.4234
H -1.468 5.248 -5.801  0.3817
H -1.563 -1.627 5.013  0.5200
H 3.860 -2.200 1.582  0.5467
H 2.484 1.298 6.564  0.4323
H 4.627 1.011 5.370  0.4294
H -1.714 -2.107 -0.412  0.7758

---

Version ii
This record from OMol25 describes a molecular structure, C34H28BrCl2FN3O3S2Ti. The level of theory is the ωB97M-V functional and the def2-TZVPD basis.

Output
* charge: +1
* HOMO-LUMO gap: 7.284 eV
* LUMO energy: -3.0213 eV
* HOMO: -10.30 eV

Each line ends with the Mulliken charge.
Atoms and positions in Å:
Br -1.024 -0.052 -3.302  -0.0398
Ti -0.327 0.297 0.590  -0.2299
Cl 4.313 -2.200 1.361  -0.2077
Cl 0.440 0.324 4.261  -0.2158
S 1.426 -1.154 1.414  -0.0215
S 1.952 0.981 -2.178  0.2428
F -7.129 -0.411 -0.149  -0.3450
O 0.198 1.775 1.349  0.8505
O 1.024 0.717 -1.017  0.2633
O -0.612 -5.125 -3.008  -0.5499
N -0.700 -1.542 -0.939  1.3363
N -2.665 3.477 -1.061  -0.0879
N -1.767 1.612 -0.358  1.3988
C -0.693 5.140 0.366  -0.9243
C -2.885 1.315 -1.112  -0.9667
C -0.802 -1.621 -2.269  -0.4643
C 2.940 -3.082 -3.901  -0.5402
C -5.874 -0.431 0.341  0.4733
C 3.494 1.387 -1.371  -0.9563
C 1.045 3.839 2.111  -1.1191
C 2.734 -1.999 -4.743  -0.6337
C 2.440 -0.752 -4.208  -0.5968
C -1.881 -0.429 1.840  -1.2505
C 2.862 -2.928 -2.522  -0.7717
C -0.782 -2.797 -2.989  -0.7250
C 3.712 -1.450 2.811  0.4032
C -4.139 0.608 1.590  0.0559
C -3.779 -1.531 0.590  -0.1113
C 4.165 -0.766 5.059  -0.3840
C 0.169 5.872 1.161  -0.9746
C -0.705 3.743 0.420  0.6125
C 2.578 -1.689 -1.972  0.5088
C -3.447 2.461 -1.557  -1.4630
C 1.032 5.220 2.037  -0.5671
C 2.887 -0.245 5.142  -0.8228
C -1.664 2.942 -0.335  0.4012
C -5.071 -1.523 0.083  -0.8429
C -5.434 0.635 1.103  -0.9246
C 4.579 -1.373 3.885  -0.7671
C -0.622 -2.720 -0.291  -0.8343
C -0.657 -3.994 -2.294  0.5571
C -0.592 -3.950 -0.903  -0.9793
C 2.410 -0.942 2.852  -0.6920
C 2.375 -0.615 -2.829  0.4219
C 2.033 -0.333 4.053  0.9385
C -3.279 -0.461 1.333  0.0811
C 0.187 3.114 1.294  0.3876
H 3.768 0.573 -0.701  0.2376
H 4.834 -0.701 5.904  0.3913
H 4.253 1.542 -2.136  0.4442
H -4.319 2.645 -2.155  0.5119
H 5.572 -1.787 3.790  0.4352
H 0.165 6.950 1.104  0.4277
H -3.217 0.303 -1.255  0.8792
H 1.704 3.305 2.781  0.5065
H 2.252 0.096 -4.853  0.4362
H -2.833 4.461 -1.184  0.1782
H -1.814 0.240 2.700  0.6555
H 1.698 5.795 2.666  0.4660
H -0.510 -4.846 -0.303  0.4465
H -1.359 5.671 -0.301  0.3948
H -3.782 1.442 2.184  0.4555
H -0.859 -2.792 -4.065  0.5514
H 2.504 -1.563 -0.899  -0.1684
H -0.539 -5.895 -2.431  0.3197
H -1.546 -1.413 2.178  0.5280
H -0.554 -2.663 0.788  0.3650
H 2.793 -2.124 -5.816  0.4265
H 3.164 -4.052 -4.322  0.4415
H -6.102 1.460 1.308  0.4730
H 3.027 -3.775 -1.868  0.5054
H -3.158 -2.400 0.408  0.4454
H 3.323 2.307 -0.815  0.3953
H -5.463 -2.354 -0.487  0.4744
H 2.535 0.229 6.046  0.4527

---

version ii is preferred energetically. Next in line: 0.688 eV higher.